Computed, not measured: 2 unconnected molecules or ions with the total composition C16H23ClFNO4Si, with ωB97M-V with the def2-TZVPD basis set.

XYZ file:
```
47
Properties=species:S:1:pos:R:3
Cl -3.101 -1.191 -1.123
Si -0.549 1.950 -1.804
F 0.100 2.001 -0.124
O -3.020 -4.353 3.411
O -2.831 0.784 0.796
O -3.322 -5.288 5.479
O -4.502 -3.433 4.840
N -0.029 3.438 -2.670
C -4.326 -2.522 3.771
C 1.533 -0.055 -1.798
C -2.802 0.581 -0.550
C 1.385 4.807 -0.878
C -2.876 -2.642 1.713
C 5.783 -0.959 0.577
C 2.972 -1.094 0.410
C 2.926 0.381 -2.546
C 1.358 3.897 -2.279
C -3.767 -3.390 2.685
C 1.531 -0.820 -0.323
C 4.407 -0.636 -0.299
C 4.375 0.081 -1.773
C -2.496 1.840 -1.568
C -3.591 -4.434 4.650
C 0.111 0.299 -2.576
H 0.384 4.604 -0.300
H -1.937 -2.340 2.189
H 1.808 4.623 -3.112
H 6.723 -0.347 0.173
H 5.666 -0.639 1.719
H -2.604 -3.292 0.875
H 6.035 -2.123 0.603
H -2.797 2.844 -1.009
H -3.375 -1.755 1.314
H 0.476 -1.115 0.114
H 2.319 4.465 -0.225
H 0.272 0.381 -3.738
H 5.397 0.406 -2.274
H -3.642 -1.730 4.096
H 1.552 5.955 -1.129
H 2.140 3.040 -2.120
H -4.563 -3.914 2.143
H -5.282 -2.072 3.488
H -3.064 1.758 -2.598
H 2.840 0.909 -3.588
H -0.590 -0.629 -2.399
H -0.050 3.340 -3.709
H 3.024 -1.614 1.466
```

Results
E_HOMO ... -8.29 eV
E_tot ... -49754.234 eV
HOMO-LUMO gap ... 7.8 eV
LUMO energy ... -0.529 eV

Computed, not measured: 3 unconnected molecules or ions with the total composition C16H23F6IO6, with ωB97M-V with the def2-TZVPD basis set.

XYZ file:
```
52
Properties=species:S:1:pos:R:3
I 0.128 3.600 -1.489
F 4.485 -0.608 3.545
F 5.680 1.186 3.687
F 0.386 -2.858 -2.838
F 0.667 -4.997 -2.958
F 2.252 -3.738 -2.187
F 5.167 0.377 1.744
O -4.517 3.158 -0.170
O -0.192 -3.160 -0.228
O 3.733 2.685 2.708
O -2.903 3.354 -1.661
O 2.337 0.956 3.094
O 0.652 -5.247 -0.321
C -0.528 0.985 -2.818
C -1.372 -0.017 -3.648
C 0.926 -3.910 -2.228
C 3.428 1.421 2.953
C -0.937 2.450 -2.974
C -3.643 2.624 -0.792
C 2.618 3.594 2.602
C -2.460 1.102 0.693
C -3.307 1.167 -0.554
C 0.231 -5.507 1.035
C 2.154 4.052 3.967
C -2.459 2.743 -2.874
C 0.371 -4.047 -0.796
C -1.242 0.509 0.755
C 4.717 0.576 2.990
C -1.226 -5.909 1.088
H 0.517 0.855 -3.096
H 2.983 4.490 4.523
H 1.769 3.216 4.550
H 2.985 4.437 2.021
H 1.811 3.128 2.039
H -2.809 0.670 -1.381
H 0.867 -6.317 1.382
H -2.865 1.580 1.583
H -2.146 0.462 -4.244
H -1.869 -5.094 0.757
H -0.601 0.718 -1.764
H -0.589 2.832 -3.931
H 0.431 -4.636 1.657
H -2.678 3.484 -3.643
H 1.365 4.796 3.864
H -0.725 -0.597 -4.301
H -4.268 0.660 -0.412
H -1.860 -0.722 -2.974
H -3.054 1.864 -3.105
H -1.504 -6.177 2.107
H -1.070 -0.507 0.411
H -0.426 1.081 1.191
H -1.410 -6.763 0.437
```

Results
E_HOMO ... -8.55 eV
E_tot ... -53654.099 eV
HOMO-LUMO gap ... 8.9 eV
LUMO energy ... 0.370 eV

Computed, not measured: C16H23N3O2 in the gas phase, with ωB97M-V with the def2-TZVPD basis set.

XYZ file:
```
44
Properties=species:S:1:pos:R:3
O -2.521 2.490 1.339
O 0.391 -0.898 -2.433
N 1.816 -0.901 -0.663
N 0.252 0.789 -0.931
N -0.548 -1.578 2.175
C -1.529 1.754 0.633
C -0.517 -0.324 1.762
C -0.692 1.535 -1.748
C 2.025 -3.405 1.202
C 0.097 2.790 -2.190
C -1.643 -2.286 1.965
C 2.364 -2.194 -1.014
C -2.773 -1.753 1.367
C -1.566 0.307 1.102
C 0.897 1.821 -0.144
C 1.707 -3.371 -0.289
C -1.901 1.863 -0.859
C 1.284 2.852 -1.218
C 0.797 -0.377 -1.412
C -2.732 -0.438 0.939
C -0.149 2.409 0.830
H 3.099 -3.345 1.364
H 3.437 -2.176 -0.799
H 0.407 0.191 1.986
H 1.862 -0.662 0.314
H 0.438 2.680 -3.218
H 2.216 -2.302 -2.091
H -0.281 3.475 0.637
H -2.348 2.424 2.285
H 2.063 -4.291 -0.758
H -2.726 1.189 -1.079
H -0.990 0.920 -2.597
H 1.772 1.446 0.388
H 0.170 2.308 1.869
H 1.448 3.845 -0.804
H -3.604 0.016 0.492
H -1.610 -3.312 2.305
H -3.664 -2.348 1.240
H 2.201 2.528 -1.711
H -2.255 2.880 -1.031
H 1.537 -2.586 1.725
H 1.666 -4.333 1.639
H -0.522 3.683 -2.133
H 0.627 -3.315 -0.437
```

Results
E_HOMO ... -8.89 eV
E_tot ... -25531.510 eV
HOMO-LUMO gap ... 9.5 eV
LUMO energy ... 0.649 eV

Computed, not measured: C16H23N3O2 in the gas phase, with ωB97M-V with the def2-TZVPD basis set.

XYZ file:
```
44
Properties=species:S:1:pos:R:3
O 0.509 0.634 -1.762
O -0.743 1.488 1.886
N 2.786 -1.062 -0.265
N 1.499 1.805 -0.107
N -1.266 2.464 -0.087
C -2.239 0.329 0.451
C 4.601 -2.518 0.011
C 1.090 0.653 -0.696
C -4.058 -0.650 -0.778
C 3.099 -2.378 0.258
C -3.278 0.447 -0.469
C -4.657 -3.075 -0.563
C 3.865 -0.210 0.196
C -3.824 -1.888 -0.190
C -2.020 -0.902 1.061
C 5.122 -1.069 0.019
C -2.797 -1.997 0.740
C 1.456 -0.609 0.074
C 1.054 3.084 -0.605
C -0.270 3.497 0.064
C -1.346 1.456 0.826
H -4.597 -3.849 0.198
H -1.231 -0.981 1.793
H -0.639 4.426 -0.376
H 0.907 2.969 -1.682
H 1.822 3.838 -0.417
H 1.770 1.771 0.864
H 2.511 -3.136 -0.263
H 5.076 -3.132 0.775
H 1.341 -0.424 1.160
H -1.543 2.254 -1.034
H 4.779 -2.979 -0.959
H -4.301 -3.495 -1.504
H 5.612 -0.834 -0.924
H -4.865 -0.546 -1.490
H 2.877 -2.446 1.339
H -5.698 -2.790 -0.698
H -3.502 1.399 -0.927
H 3.736 0.061 1.261
H -2.607 -2.948 1.217
H 5.834 -0.894 0.824
H 0.750 -1.387 -0.227
H -0.118 3.634 1.138
H 3.900 0.707 -0.394
```

Results
E_HOMO ... -8.62 eV
E_tot ... -25531.758 eV
HOMO-LUMO gap ... 9.4 eV
LUMO energy ... 0.777 eV

Computed, not measured: C16H23N3O5S in the gas phase, with ωB97M-V with the def2-TZVPD basis set.

XYZ file:
```
48
Properties=species:S:1:pos:R:3
S -0.380 2.671 4.258
O 1.329 -2.442 -0.648
O 1.177 -1.960 -4.223
O 0.560 0.084 -3.479
O -1.450 1.825 4.688
O -0.344 4.002 4.781
N -0.369 2.796 2.579
N -0.867 -2.409 -1.183
N -0.947 -1.611 -3.599
C 0.304 -1.072 -3.726
C 0.030 -0.654 0.220
C -0.720 -3.518 -2.107
C -0.526 -0.723 1.493
C 3.378 -2.334 -3.304
C -0.233 1.654 1.790
C 0.313 1.718 0.506
C 1.197 1.861 4.638
C -1.905 -0.895 -2.780
C 0.448 0.577 -0.264
C 0.009 4.084 2.046
C -2.057 -1.626 -1.422
C -0.659 0.412 2.267
C -1.113 -3.048 -3.525
C 2.544 -1.551 -4.307
C 0.243 -1.896 -0.585
H 2.866 -1.752 -5.334
H 0.641 2.656 0.091
H -2.908 -2.313 -1.446
H -2.864 -0.847 -3.305
H -0.493 -3.527 -4.281
H -1.114 0.344 3.240
H 1.206 1.649 5.699
H 0.868 0.651 -1.256
H -2.206 -0.910 -0.615
H -1.521 0.116 -2.639
H 4.402 -1.971 -3.318
H -2.163 -3.265 -3.736
H 2.970 -2.215 -2.303
H 2.600 -0.476 -4.111
H 1.070 4.124 1.782
H 3.373 -3.392 -3.555
H -0.857 -1.675 1.882
H -0.596 4.316 1.169
H -1.349 -4.353 -1.783
H 1.265 0.947 4.062
H 0.328 -3.823 -2.072
H 1.987 2.553 4.380
H -0.192 4.816 2.823
```

Results
E_HOMO ... -8.65 eV
E_tot ... -42508.794 eV
HOMO-LUMO gap ... 9.4 eV
LUMO energy ... 0.717 eV

Computed, not measured: 5 unconnected molecules or ions with the total composition C16H23N4O, with ωB97M-V with the def2-TZVPD basis set.

XYZ file:
```
44
Properties=species:S:1:pos:R:3
O -0.077 0.038 -0.458
N 1.698 2.266 -0.265
N 0.963 -2.982 -1.933
N -0.193 -0.865 2.963
N -2.755 0.542 -1.069
C 1.169 2.369 1.914
C 0.914 2.967 0.575
C 2.224 1.264 1.722
C 0.759 -1.541 2.370
C 2.180 -1.245 -2.537
C -2.990 0.807 0.281
C -1.894 2.448 -0.835
C -2.141 1.489 -1.787
C 2.527 1.363 0.344
C 0.094 -2.458 1.518
C 2.223 -2.416 -1.897
C -1.493 -1.153 2.613
C -1.448 -2.252 1.678
C 0.726 -1.163 -3.028
C -2.318 1.965 0.537
C 0.021 -2.191 -2.578
H -0.146 -0.082 3.721
H 3.070 -3.002 -1.300
H -3.533 0.275 1.246
H 0.607 0.691 -0.215
H 3.442 0.810 -0.174
H -1.391 3.430 -1.007
H 0.737 -3.003 0.857
H -2.189 -2.711 1.169
H -2.257 2.520 1.426
H 0.714 2.690 2.858
H -0.947 0.622 -0.590
H -2.022 1.584 -2.966
H 0.187 3.742 0.200
H 1.921 -1.354 2.626
H 3.017 -0.423 -2.760
H -2.370 -0.732 3.092
H 0.832 -3.809 -1.402
H -1.000 -2.305 -2.973
H -0.347 -0.546 0.178
H 1.896 2.683 -1.105
H 2.482 0.511 2.360
H 0.508 -0.482 -3.830
H -3.398 -0.344 -1.543
```

Results
E_HOMO ... -11.56 eV
Charge ... +1
E_tot ... -24959.406 eV
HOMO-LUMO gap ... 9.3 eV
LUMO energy ... -2.271 eV